(1)
9
Properties=species:S:1:pos:R:3:lowdin_charge:R:1 method="wB97M-V/def2-TZVPD" e_lumo_ha=-0.0172 homo_lumo_gap_ev=8.50 total_charge=0
I 0.940 -1.855 1.258 0.638
P -1.337 -0.407 -0.637 0.643
N -0.189 -0.237 0.552 -0.980
C 0.728 1.161 0.091 -0.115
H 1.003 1.173 -0.959 0.053
H -0.030 1.810 0.428 0.031
H -0.721 -1.474 -1.480 -0.094
H 1.555 1.158 0.674 -0.006
H -1.950 -1.329 0.073 -0.169



(2)
107
Properties=species:S:1:pos:R:3:lowdin_charge:R:1 method="wB97M-V/def2-TZVPD" e_lumo_ha="0.0176 / 0.0119" homo_lumo_gap_ev="8.87 / 9.36" spin_multiplicity=2 s2=0.75 total_charge=0
O 0.129 -2.313 -1.068 -0.204
O 4.951 -0.749 -3.963 -0.206
O -9.594 0.926 -2.680 -0.188
O 1.893 -1.877 5.107 0.154
O 4.523 2.238 2.016 0.007
N 6.001 -1.994 -6.368 0.037
N 2.502 -2.582 2.850 -0.068
N 3.580 1.467 2.417 -0.127
N 1.818 -1.188 -3.122 0.056
N -7.877 -0.086 -0.569 0.037
C -2.756 1.840 1.899 -0.047
C 4.930 -0.073 -5.204 -0.212
C -0.465 -0.546 -3.667 -0.071
C 2.851 0.811 1.316 -0.420
C 0.011 -2.740 -2.412 -0.202
C -8.217 1.339 -0.643 -0.434
C -10.927 1.131 -2.249 -0.107
C -4.283 -0.427 2.357 -0.075
C -0.865 -1.407 -0.625 -0.097
C -3.963 1.652 1.271 -0.098
C 0.491 -1.716 -3.453 -0.425
C 5.972 -0.341 -3.071 -0.098
C 5.988 -0.534 -6.220 -0.432
C 2.718 2.062 3.456 -0.462
C 1.362 -0.161 3.274 -0.258
C -0.192 -0.272 3.507 -0.137
C 1.820 3.202 2.957 -0.015
C 2.556 1.748 0.109 -0.016
C -3.081 -0.241 2.987 -0.059
C -0.940 1.078 3.426 -0.117
C 1.291 -3.273 2.283 -0.048
C 1.546 0.089 1.755 -0.067
C 1.967 0.948 4.206 -0.064
C -9.261 1.652 0.425 -0.069
C 3.817 -0.285 0.758 -0.024
C 3.199 -3.615 3.666 -0.097
C 3.672 2.692 4.518 -0.027
C 7.404 -0.058 -5.911 -0.075
C -8.625 1.755 -2.065 -0.209
C -4.711 0.535 1.478 -0.101
C -2.309 0.872 2.765 -0.231
B 1.947 -1.572 3.762 -0.577
H 7.411 0.988 -5.598 0.077
H 4.981 1.012 -5.045 0.122
H -8.646 -0.607 -0.983 0.071
H 3.941 3.705 4.230 0.076
H 3.952 -3.181 4.322 0.086
H 4.419 -0.744 1.542 0.086
H 0.644 0.571 1.365 0.103
H 8.030 -0.145 -6.800 0.074
H -4.308 2.408 0.570 0.105
H 6.075 -2.395 -5.436 0.068
H -8.802 1.626 1.414 0.075
H 3.297 -1.002 0.123 0.082
H -1.847 -1.630 -1.050 0.097
H -2.185 2.739 1.698 0.116
H -1.503 -0.884 -3.718 0.077
H 2.826 2.788 0.296 0.080
H 1.784 -0.865 -2.157 0.059
H -0.927 -1.492 0.461 0.072
H 2.498 -4.229 4.243 0.084
H -0.550 -0.917 2.701 0.096
H -11.588 0.796 -3.048 0.087
H -7.096 -0.271 -1.193 0.073
H 2.490 -1.950 -3.100 0.074
H -7.319 1.914 -0.393 0.126
H 1.198 2.952 2.096 0.069
H 3.944 -0.284 -5.626 0.118
H -0.571 -0.381 -0.859 0.074
H 3.053 1.407 -0.799 0.074
H 1.562 -0.895 1.286 0.088
H -5.654 0.389 0.951 0.086
H 1.243 1.374 4.905 0.124
H 3.699 -4.306 2.977 0.087
H 4.524 0.240 0.106 0.063
H -0.416 -0.748 4.469 0.118
H 0.650 -3.624 -2.489 0.123
H -8.952 2.803 -2.093 0.121
H 1.134 3.453 3.774 0.094
H 6.894 -0.899 -3.250 0.075
H 6.163 0.734 -3.138 0.094
H -11.148 0.531 -1.365 0.074
H -10.073 0.927 0.438 0.064
H 2.733 0.479 4.835 0.116
H -11.129 2.187 -2.047 0.091
H 0.566 -2.249 -4.406 0.135
H -0.232 -0.041 -4.605 0.075
H 5.641 -0.575 -2.059 0.075
H 0.401 -3.084 2.903 0.093
H -0.413 1.758 2.760 0.080
H -9.690 2.646 0.281 0.079
H -0.387 0.204 -2.881 0.062
H -2.683 -0.972 3.683 0.115
H 5.089 -2.302 -6.695 0.069
H -7.740 1.683 -2.702 0.122
H 4.569 2.071 4.552 0.090
H -1.077 1.525 4.412 0.126
H 1.311 -1.256 5.561 0.102
H 3.194 2.672 5.499 0.086
H 1.101 -2.979 1.248 0.070
H 1.488 1.744 -0.133 0.072
H -1.015 -3.072 -2.620 0.122
H 7.883 -0.652 -5.134 0.063
H -4.836 -1.338 2.546 0.110
H 1.426 -4.354 2.312 0.087
H 2.398 4.108 2.775 0.087
H 5.706 -0.101 -7.184 0.133



(3)
15
Properties=species:S:1:pos:R:3:lowdin_charge:R:1 method="wB97M-V/def2-TZVPD" e_lumo_ha=0.0032 homo_lumo_gap_ev=11.18 total_charge=0
Cl -2.259 1.760 0.179 0.626
Cl -1.788 -0.688 1.432 0.634
Cl -3.343 -0.772 -0.949 0.590
O 1.435 1.303 -0.053 0.028
O 1.160 -2.135 -0.412 0.139
O 2.919 -0.935 -0.301 0.099
N 1.704 -1.127 -0.279 -0.366
C 1.039 0.772 1.171 -0.132
C -1.968 0.052 -0.139 -1.598
C 0.796 0.052 -0.040 -0.295
C -0.715 -0.105 -0.961 -0.165
H -0.718 -0.884 -1.617 0.058
H 0.436 1.579 1.620 0.119
H 1.857 0.321 1.880 0.164
H -0.555 0.807 -1.531 0.099



(4)
39
Properties=species:S:1:pos:R:3:lowdin_charge:R:1 method="wB97M-V/def2-TZVPD" e_lumo_ha=-0.1052 homo_lumo_gap_ev=9.06 total_charge=+1
F 5.652 -0.098 -1.549 0.124
F 5.385 1.920 -0.763 0.119
F 4.918 1.507 -2.877 0.122
N -1.601 0.879 -0.733 -0.205
N -1.793 -1.708 2.791 0.111
N -1.042 -0.577 1.067 0.041
C 2.601 1.686 -0.736 0.013
C -0.873 -0.780 3.407 -0.094
C -1.857 -1.562 1.481 -0.254
C -0.741 -0.204 -0.290 -0.242
C 2.895 -0.612 -1.403 0.018
C -0.341 0.003 2.218 -0.064
C 1.303 1.415 -0.311 -0.033
C -1.156 1.818 -1.737 -0.070
C -3.013 0.539 -0.831 -0.075
C 0.763 0.129 -0.504 -0.168
C 4.827 0.991 -1.602 -0.500
C -2.693 -2.446 0.639 0.044
C 1.576 -0.872 -1.039 -0.008
C 3.398 0.673 -1.226 -0.112
H -1.385 -0.142 4.135 0.135
H -0.440 1.392 -2.458 0.106
H -0.072 -1.320 3.924 0.136
H 0.704 2.239 0.094 0.119
H -2.292 -2.435 3.295 0.179
H 3.508 -1.397 -1.811 0.127
H -3.421 0.330 0.159 0.082
H -0.940 -1.056 -0.970 0.157
H -3.533 1.414 -1.244 0.096
H -2.079 -3.273 0.256 0.120
H 0.737 -0.144 2.083 0.134
H -0.707 2.681 -1.227 0.080
H -3.203 -0.323 -1.499 0.091
H -2.034 2.195 -2.266 0.089
H -3.464 -2.883 1.285 0.106
H -0.521 1.084 2.315 0.144
H 2.989 2.700 -0.642 0.138
H 1.131 -1.850 -1.251 0.123
H -3.188 -1.913 -0.180 0.073



no.,E (eV)
1,-19995.0357
2,-51563.4366
3,-49407.0927
4,-27443.2994